# 1
105
Properties=species:S:1:pos:R:3 method="wB97M-V/def2-TZVPD" homo_lumo_gap_ev=5.3 charge=-1 homo_energy_ev=-4.227
C -2.18 -1.00 2.20
O -0.76 -1.17 2.15
C -0.32 -1.60 0.85
C 0.15 -3.12 0.91
C -1.04 -4.01 0.38
C -0.78 -5.56 0.39
C 0.62 -6.02 -0.18
Al 0.55 -6.79 -2.09
C 2.15 -8.10 -2.23
C 3.50 -7.41 -2.60
C 3.65 -6.15 -3.36
C 5.00 -5.68 -3.65
C 6.20 -6.38 -3.21
C 6.08 -7.61 -2.44
C 7.37 -8.36 -1.98
C 4.73 -8.10 -2.14
H -2.39 0.10 2.11
H -2.53 -1.38 3.20
H -2.75 -1.56 1.42
H -1.10 -1.53 0.05
H 0.54 -0.96 0.50
H 1.01 -3.19 0.18
H 0.55 -3.43 1.90
H -1.91 -3.83 1.10
H -1.43 -3.69 -0.62
H -0.96 -6.02 1.40
H -1.56 -6.01 -0.29
H 1.41 -5.23 -0.19
H 1.00 -6.83 0.52
H 0.63 -5.64 -3.19
H -0.79 -7.63 -2.34
H 1.89 -8.82 -3.05
H 2.22 -8.64 -1.25
H 2.76 -5.59 -3.72
H 5.08 -4.74 -4.24
H 7.19 -5.93 -3.47
H 8.23 -8.15 -2.67
H 7.20 -9.46 -1.86
H 7.64 -7.96 -0.97
H 4.68 -9.04 -1.54
C 3.36 -2.76 -8.70
C 3.34 -3.43 -7.35
C 3.81 -4.86 -7.37
O 3.11 -5.45 -6.28
C 1.96 -4.72 -6.13
O 1.05 -5.04 -5.44
O 2.00 -3.57 -6.87
H 4.35 -2.82 -9.16
H 2.62 -3.20 -9.37
H 3.09 -1.70 -8.60
H 3.90 -2.84 -6.62
H 4.89 -4.94 -7.22
H 3.54 -5.39 -8.29
C -3.27 -4.24 4.08
C -3.60 -3.77 5.48
C -2.75 -4.41 6.55
O -3.61 -4.38 7.69
C -4.89 -4.39 7.21
O -5.86 -4.56 7.89
O -4.92 -4.18 5.87
H -2.21 -4.11 3.86
H -3.54 -5.29 3.95
H -3.86 -3.68 3.35
H -3.55 -2.68 5.53
H -1.84 -3.84 6.74
H -2.49 -5.45 6.33
C -4.96 3.58 2.10
C -3.56 3.52 1.54
C -3.24 4.64 0.60
O -2.27 4.05 -0.27
C -2.50 2.71 -0.27
O -2.00 1.94 -1.03
O -3.39 2.36 0.71
H -5.15 4.54 2.57
H -5.70 3.40 1.32
H -5.10 2.79 2.85
H -2.82 3.46 2.35
H -2.83 5.50 1.12
H -4.09 4.96 -0.01
C 1.99 8.08 1.97
C 0.65 7.45 1.67
C -0.50 8.41 1.70
O -1.59 7.58 2.08
C -1.07 6.54 2.79
O -1.72 5.76 3.42
O 0.28 6.52 2.70
H 2.19 8.92 1.31
H 2.04 8.42 3.01
H 2.79 7.35 1.85
H 0.69 6.91 0.72
H -0.68 8.87 0.73
H -0.39 9.20 2.45
C -3.09 13.05 2.36
C -1.69 12.98 1.79
C -1.36 14.10 0.84
O -0.39 13.50 -0.02
C -0.64 12.16 -0.02
O -0.14 11.39 -0.77
O -1.52 11.83 0.96
H -3.28 14.01 2.83
H -3.83 12.87 1.58
H -3.23 12.26 3.10
H -0.95 12.92 2.60
H -0.94 14.97 1.35
H -2.22 14.42 0.24

# 2
117
Properties=species:S:1:pos:R:3 method="wB97M-V/def2-TZVPD" homo_lumo_gap_ev="4.2 / 4.1" charge=-1 multiplicity=2 homo_energy_ev="-5.237 / -5.111"
C 7.25 5.79 -6.13
C 6.49 4.95 -5.12
C 5.94 5.51 -3.98
C 5.25 4.72 -3.06
C 5.13 3.36 -3.29
C 4.42 2.50 -2.24
C 5.22 1.25 -2.05
C 5.00 0.04 -2.64
B 3.76 -0.24 -3.61
O 3.99 -0.81 -4.84
O 2.50 0.02 -3.19
C 5.94 -1.04 -2.41
C 7.04 -0.95 -1.61
C 7.24 0.33 -0.95
N 8.25 0.57 -0.11
S 8.05 2.14 0.30
N 6.74 2.49 -0.52
C 6.36 1.40 -1.19
C 5.69 2.79 -4.43
C 6.36 3.58 -5.35
H 6.71 5.78 -7.07
H 7.31 6.80 -5.74
H 8.26 5.40 -6.23
H 6.03 6.57 -3.78
H 4.84 5.13 -2.16
H 4.39 3.06 -1.31
H 3.39 2.30 -2.51
H 3.80 -0.22 -5.57
H 2.49 0.27 -2.26
H 5.75 -1.97 -2.93
H 7.73 -1.77 -1.48
H 5.63 1.73 -4.65
H 6.79 3.12 -6.23
Na 6.08 -1.21 0.41
C 0.40 -4.23 0.65
C 0.73 -2.81 1.17
C -0.26 -2.44 2.28
C -1.67 -2.12 1.76
C -1.61 -1.07 0.67
C -0.64 -1.42 -0.46
N 0.71 -1.82 0.06
O 1.40 -0.77 0.40
C -1.22 -2.56 -1.33
C -0.54 -0.23 -1.41
C 2.14 -2.92 1.73
H -0.67 -4.44 0.61
H 0.82 -4.38 -0.35
H 0.83 -4.99 1.30
H 0.11 -1.56 2.82
H -0.32 -3.27 3.00
H -2.16 -3.02 1.39
H -2.29 -1.75 2.57
H -2.63 -0.94 0.28
H -1.32 -0.11 1.11
H -0.48 -2.91 -2.05
H -2.09 -2.21 -1.88
H -1.57 -3.41 -0.76
H -0.23 0.68 -0.89
H -1.51 -0.04 -1.86
H 0.18 -0.42 -2.21
H 2.83 -3.15 0.91
H 2.21 -3.71 2.47
H 2.47 -2.00 2.21
O 5.46 6.92 -1.23
H 6.37 6.51 -1.07
C -2.34 0.10 4.67
Si -3.80 1.32 4.60
C -4.75 0.93 3.07
C -3.06 3.04 4.47
N -4.73 1.10 6.05
Si -6.17 1.99 6.45
C -7.55 1.71 5.20
C -5.85 3.84 6.61
C -6.80 1.40 8.12
H -1.72 0.21 3.77
H -1.73 0.29 5.54
H -2.70 -0.93 4.71
H -4.07 0.82 2.22
H -5.48 1.72 2.82
H -5.28 -0.02 3.15
H -2.57 3.35 5.41
H -3.81 3.78 4.22
H -2.30 3.06 3.68
H -7.36 2.23 4.26
H -8.49 2.11 5.61
H -7.69 0.65 5.00
H -4.98 4.04 7.23
H -6.72 4.32 7.08
H -5.70 4.31 5.64
H -6.05 1.56 8.90
H -7.04 0.33 8.08
H -7.70 1.94 8.40
C 3.38 -5.71 -2.11
O 4.42 -5.33 -1.60
N 2.47 -4.85 -2.66
N 3.04 -7.03 -2.18
H 1.61 -5.15 -3.08
H 2.67 -3.87 -2.62
H 3.69 -7.69 -1.79
H 2.20 -7.37 -2.60
Be -10.07 2.12 4.42
F -4.26 -0.94 1.24
B -6.30 -2.53 -3.12
O -5.29 -3.40 -3.78
C -4.46 -3.86 -2.86
O -3.53 -4.59 -3.06
C -4.90 -3.30 -1.49
O -4.35 -3.54 -0.45
O -5.96 -2.54 -1.68
O -6.27 -1.16 -3.68
C -7.46 -0.88 -4.18
O -7.77 0.15 -4.72
C -8.37 -2.09 -3.97
O -9.52 -2.18 -4.31
O -7.67 -3.03 -3.36
Cs -0.01 -0.45 6.29
Cl 7.93 7.26 -1.60

# 3
111
Properties=species:S:1:pos:R:3 method="wB97M-V/def2-TZVPD" homo_lumo_gap_ev=7.6 charge=+1 homo_energy_ev=-11.221
C 4.56 -3.08 4.05
C 5.06 -2.04 3.33
C 4.29 -1.55 2.08
C 4.41 -2.28 0.84
N 5.24 -3.43 0.75
C 3.67 -1.73 -0.32
C 3.85 -2.51 -1.65
C 5.10 -1.83 -2.39
C 5.75 -2.76 -3.47
C 4.79 -2.81 -4.74
C 4.33 -4.27 -5.09
O 4.09 -5.04 -3.88
C 3.15 -6.05 -4.11
C 3.68 -7.51 -4.03
O 2.00 -5.80 -4.32
C 2.85 -0.51 -0.21
C 2.12 0.06 -1.45
C 0.56 0.18 -1.28
C -0.23 -0.76 -2.24
F 0.12 -2.05 -1.93
F 0.13 -0.50 -3.56
C -1.79 -0.47 -2.15
F -2.18 0.30 -3.21
F -1.97 0.34 -1.03
C -2.70 -1.74 -1.93
F -3.98 -1.26 -1.73
F -2.38 -2.36 -0.76
C -2.80 -2.73 -3.14
F -2.93 -2.13 -4.34
F -1.80 -3.63 -3.22
F -3.95 -3.46 -2.95
C 2.81 0.12 1.10
B 1.98 1.48 1.36
O 1.24 1.76 2.48
O 1.98 2.44 0.32
C 3.27 3.07 0.16
C 3.39 3.50 -1.36
N 3.50 -0.41 2.18
N 3.45 0.20 3.44
H 3.46 -3.21 4.18
H 5.23 -3.80 4.57
H 5.98 -1.51 3.67
H 4.74 -4.30 0.92
H 6.05 -3.35 1.36
H 4.19 -3.55 -1.41
H 2.93 -2.51 -2.28
H 5.87 -1.67 -1.58
H 4.79 -0.85 -2.81
H 6.69 -2.24 -3.80
H 6.06 -3.76 -3.09
H 5.35 -2.40 -5.61
H 3.93 -2.12 -4.54
H 5.11 -4.74 -5.74
H 3.36 -4.17 -5.64
H 4.09 -7.66 -3.00
H 4.54 -7.59 -4.75
H 2.89 -8.25 -4.28
H 2.30 -0.65 -2.30
H 2.63 1.01 -1.73
H 0.29 1.25 -1.51
H 0.33 -0.07 -0.21
H 1.21 2.73 2.66
H 4.13 2.37 0.35
H 3.28 3.95 0.85
H 4.07 4.39 -1.41
H 3.88 2.70 -1.97
H 2.38 3.74 -1.80
H 4.39 0.53 3.69
H 3.07 -0.45 4.12
O 1.60 4.49 2.64
C 1.98 5.14 3.60
O 2.09 4.55 4.79
C 2.70 5.16 5.94
C 1.71 6.02 6.69
C 2.23 6.62 3.48
H 3.60 5.71 5.66
H 3.03 4.34 6.58
H 1.34 6.85 6.08
H 2.16 6.44 7.59
H 0.84 5.43 6.98
H 1.28 7.15 3.57
H 2.66 6.81 2.49
H 2.94 7.00 4.21
O -5.32 2.74 4.29
C -5.30 2.52 3.11
O -5.47 1.26 2.67
C -5.65 0.91 1.29
C -4.31 0.76 0.59
C -5.00 3.61 2.12
H -6.31 1.62 0.79
H -6.17 -0.05 1.28
H -3.75 1.70 0.59
H -4.45 0.44 -0.44
H -3.70 0.02 1.11
H -3.92 3.74 2.05
H -5.45 4.54 2.48
H -5.41 3.44 1.13
O -11.29 2.25 0.05
C -10.67 1.32 -0.42
O -11.32 0.37 -1.11
C -10.67 -0.67 -1.85
C -10.31 -1.84 -0.96
C -9.20 1.17 -0.16
H -9.81 -0.27 -2.39
H -11.39 -0.99 -2.61
H -9.61 -1.55 -0.18
H -9.87 -2.65 -1.55
H -11.20 -2.22 -0.46
H -9.05 0.70 0.81
H -8.74 2.16 -0.15
H -8.67 0.60 -0.93

# 4
97
Properties=species:S:1:pos:R:3 method="wB97M-V/def2-TZVPD" homo_lumo_gap_ev="3.9 / 2.4" charge=+2 relative_energy_kcal_mol=127.2 multiplicity=3 homo_energy_ev="-12.390 / -11.931"
W 0.15 2.30 -0.51
C -1.27 2.62 -1.95
C -0.71 1.27 -2.08
C 0.22 0.93 -3.23
C 1.55 1.70 -3.14
C 1.72 2.37 -1.80
C 1.16 3.72 -1.60
C 0.42 4.37 -2.75
C -0.97 3.72 -2.96
C 1.82 2.35 0.88
H -2.31 2.66 -1.61
H -1.36 0.45 -1.76
H -0.26 1.13 -4.20
H 0.42 -0.15 -3.22
H 2.39 1.01 -3.29
H 1.64 2.43 -3.96
H 2.72 2.24 -1.37
H 1.85 4.39 -1.08
H 1.05 4.35 -3.66
H 0.30 5.45 -2.58
H -1.74 4.51 -2.85
H -1.06 3.37 -4.01
H 1.64 2.95 1.79
H 2.84 2.56 0.55
H 1.76 1.28 1.12
P 2.38 -1.88 -0.24
P -1.47 -2.39 -1.15
N 3.55 -1.05 -1.22
N 3.56 -2.77 0.65
N -3.96 0.14 -2.05
N -2.46 -3.04 0.07
C 1.41 -2.84 -1.50
C 0.00 -3.50 -1.12
C 4.29 0.06 -0.78
C 5.50 0.09 -1.45
C 5.52 -1.05 -2.33
C 4.33 -1.72 -2.18
C 4.29 -2.24 1.74
C 4.88 -3.30 2.42
C 4.51 -4.51 1.74
C 3.70 -4.16 0.67
C -4.51 1.28 -1.54
C -5.81 1.50 -2.09
C -6.04 0.44 -3.00
C -4.85 -0.37 -2.96
C -3.54 -2.27 0.54
C -4.12 -2.90 1.64
C -3.39 -4.12 1.87
C -2.39 -4.18 0.90
H 2.05 -3.62 -1.94
H 1.23 -2.10 -2.30
H -0.22 -4.25 -1.93
H 0.01 -4.04 -0.16
H 3.87 0.75 -0.06
H 6.28 0.82 -1.33
H 6.34 -1.33 -2.99
H 3.93 -2.59 -2.67
H 4.31 -1.17 1.90
H 5.50 -3.22 3.30
H 4.80 -5.51 2.01
H 3.21 -4.73 -0.11
H -4.00 1.93 -0.83
H -6.47 2.32 -1.83
H -6.91 0.25 -3.61
H -4.65 -1.25 -3.56
H -3.84 -1.38 -0.01
H -4.99 -2.55 2.19
H -3.62 -4.86 2.63
H -1.66 -4.95 0.70
C -1.46 -0.76 3.83
Si -0.13 -0.52 2.48
C 1.43 0.03 3.40
C 0.26 -2.37 2.16
C -0.59 0.71 1.00
Si -1.51 2.17 1.83
C -0.74 2.69 3.47
C -1.44 3.72 0.76
C -3.25 1.62 2.23
H -1.16 -1.63 4.43
H -2.46 -0.99 3.44
H -1.54 0.08 4.52
H 2.00 -0.87 3.67
H 2.10 0.68 2.83
H 1.16 0.56 4.32
H -0.61 -3.03 2.30
H 0.64 -2.57 1.15
H 1.04 -2.72 2.86
H -1.22 0.10 0.35
H 0.34 2.55 3.55
H -0.93 3.77 3.59
H -1.20 2.19 4.32
H -2.40 3.86 0.27
H -1.31 4.48 1.54
H -0.64 4.03 -0.01
H -3.55 0.72 1.67
H -3.36 1.39 3.30
H -3.96 2.42 2.00

The E_tot results, record by record, are as follows: -2774.2306 -4418.8889 -3168.0288 -2874.8332 Eh.